ORCA calculation (the ωB97M-V functional and the def2-TZVPD basis) on a molecular structure, C47H83Cl26F14NO6S2.

```
179
C47H83Cl26F14NO6S2 the ωB97M-V functional and the def2-TZVPD basis
C 2.146 -0.560 3.664
C 1.087 -1.076 2.569
N -0.329 -0.832 2.894
C -1.328 -1.536 2.079
C -2.063 -2.725 2.924
C -1.082 -3.530 3.898
C -1.139 -5.140 3.734
C 0.312 -5.591 3.183
C 0.390 -7.118 2.709
C 1.743 -7.240 1.818
O 2.946 -7.001 2.624
C 3.924 -6.426 1.734
C 4.084 -4.850 1.512
O 4.681 -7.163 1.053
O -2.423 -0.508 2.131
S -1.744 0.644 1.070
O -2.694 1.207 0.022
O -1.129 1.860 1.702
O -0.731 -0.343 0.103
C -1.171 -1.707 0.501
C -2.510 -1.973 -0.385
C -2.347 -1.492 -1.914
C -3.692 -1.701 -2.777
F -4.302 -2.928 -2.314
F -4.686 -0.700 -2.495
C -3.444 -1.930 -4.338
F -2.689 -3.121 -4.466
F -4.734 -2.246 -4.892
C -2.898 -0.681 -5.165
F -3.918 -0.263 -6.075
F -2.781 0.441 -4.274
C -1.459 -0.828 -5.829
F -0.986 0.514 -6.026
F -0.496 -1.394 -4.941
S -1.350 -1.655 -7.489
F -2.101 -0.416 -8.293
F 0.164 -0.925 -7.714
F -0.504 -2.947 -6.791
F -2.729 -2.548 -7.299
F -1.123 -2.399 -8.959
C -0.033 -2.627 -0.135
C -0.379 -4.183 -0.300
C -0.956 -4.609 -1.734
F -1.266 -4.724 0.693
H 2.678 0.394 3.297
H 2.963 -1.374 3.722
H 1.719 -0.472 4.716
H 1.366 -0.580 1.571
H 1.264 -2.198 2.439
H -0.550 -0.846 3.896
H -2.707 -3.396 2.241
H -2.833 -2.199 3.606
H -1.411 -3.324 4.986
H 0.016 -3.238 3.846
H -1.332 -5.642 4.749
H -1.979 -5.460 3.033
H 1.094 -5.385 3.999
H 0.590 -4.878 2.316
H -0.519 -7.491 2.137
H 0.609 -7.740 3.659
H 1.687 -6.345 1.085
H 1.788 -8.193 1.198
H 3.978 -4.233 2.464
H 3.236 -4.511 0.808
H 5.057 -4.579 0.965
H -2.866 -3.066 -0.301
H -3.419 -1.360 0.004
H -2.122 -0.362 -1.996
H -1.522 -2.028 -2.487
H 0.986 -2.581 0.383
H 0.175 -2.234 -1.202
H 0.617 -4.757 -0.186
H -0.211 -4.301 -2.544
H -1.047 -5.760 -1.710
H -2.019 -4.231 -1.939
Cl -2.650 -6.877 7.808
C -1.191 -7.671 8.451
C 0.081 -7.064 7.895
Cl 0.293 -7.420 6.162
H -1.259 -8.737 8.226
H -1.216 -7.549 9.535
H 0.948 -7.481 8.412
H 0.098 -5.981 8.023
Cl 2.582 3.653 3.914
C 1.125 3.918 2.922
C 0.522 5.289 3.148
Cl -0.195 5.449 4.772
H 0.412 3.123 3.149
H 1.429 3.814 1.879
H -0.281 5.464 2.429
H 1.265 6.079 3.027
Cl 6.007 1.803 5.074
C 7.061 1.799 3.637
C 6.318 2.219 2.385
Cl 5.117 1.008 1.873
H 7.491 0.801 3.536
H 7.876 2.503 3.836
H 7.022 2.336 1.559
H 5.799 3.169 2.527
Cl 1.699 4.448 -7.337
C 0.201 3.500 -7.512
C -0.273 3.439 -8.949
Cl -0.858 5.018 -9.531
H -0.554 3.937 -6.857
H 0.421 2.492 -7.152
H -1.109 2.741 -9.035
H 0.520 3.104 -9.620
Cl 10.986 0.092 2.048
C 11.877 1.585 2.437
C 11.161 2.421 3.479
Cl 9.655 3.134 2.847
H 12.028 2.140 1.511
H 12.854 1.280 2.815
H 11.799 3.251 3.790
H 10.912 1.833 4.364
Cl 3.300 -0.732 -3.782
C 2.677 -0.044 -5.303
C 3.788 0.381 -6.240
Cl 4.680 1.796 -5.627
H 2.022 0.793 -5.051
H 2.072 -0.820 -5.775
H 3.368 0.667 -7.207
H 4.505 -0.425 -6.405
Cl 4.455 2.504 -12.432
C 4.029 3.575 -11.074
C 4.387 2.968 -9.733
Cl 3.359 1.568 -9.333
H 2.963 3.800 -11.142
H 4.583 4.504 -11.219
H 4.238 3.705 -8.941
H 5.428 2.643 -9.703
Cl -5.120 -2.486 1.051
C -6.618 -1.522 1.086
C -7.058 -1.199 2.499
Cl -7.622 -2.645 3.374
H -7.386 -2.072 0.541
H -6.411 -0.598 0.542
H -7.895 -0.498 2.475
H -6.252 -0.746 3.078
Cl 6.297 6.651 5.781
C 4.541 6.359 5.697
C 3.823 6.823 6.949
Cl 4.219 5.815 8.365
H 4.383 5.294 5.516
H 4.171 6.910 4.831
H 2.743 6.754 6.803
H 4.067 7.857 7.192
Cl 4.072 9.806 5.474
C 5.059 11.147 6.107
C 5.404 10.960 7.570
Cl 3.976 11.125 8.623
H 4.514 12.077 5.937
H 5.974 11.175 5.511
H 6.117 11.725 7.883
H 5.850 9.982 7.756
Cl -9.247 -0.044 -1.028
C -8.207 -0.069 -2.475
C -8.951 0.364 -3.721
Cl -10.175 -0.830 -4.221
H -7.797 -1.075 -2.580
H -7.380 0.617 -2.281
H -8.252 0.467 -4.553
H -9.453 1.322 -3.577
Cl -5.639 8.160 -7.296
C -4.096 7.886 -8.142
C -2.954 7.631 -7.179
Cl -2.520 9.087 -6.249
H -3.900 8.751 -8.777
H -4.239 7.015 -8.785
H -2.061 7.333 -7.734
H -3.195 6.836 -6.471
Cl -9.313 -5.973 5.141
C -10.775 -5.669 4.170
C -11.344 -4.286 4.410
Cl -12.038 -4.118 6.042
H -11.503 -6.449 4.401
H -10.486 -5.774 3.122
H -12.151 -4.088 3.701
H -10.584 -3.512 4.284
```

- Kohn-Sham gap: 7.464 eV
- HOMO: -9.585 eV
- LUMO energy: -2.12 eV
- Multiplicity: 1

Atomic partial charges in e from the Mulliken method, atoms 1 to 6: -0.86 0.55 0.29 0.20 -0.65 -0.51